Density functional theory data (ωB97M-V/def2-TZVPD) for a molecular structure, C25H30CeN5O2 in a non-equilibrium geometry.

- LUMO level (spin up / spin down) (eV) = -11.67 / -11.69
- net charge = +3
- highest occupied orbital energy (spin up / spin down) (eV) = -16.8 / -16.7
- largest force on an atom (eV/Å) = 2.69
- frontier orbital gap (spin up / spin down) (eV) = 5.081 / 5.061

Last column: Mulliken charge in e.
Cartesian coordinates (Å):
Ce -0.8861 0.4079 0.0083  0.6524
C -1.6538 -1.6239 3.4919  -1.4657
C -2.1706 -0.6216 2.4977  0.9550
C -3.0405 -1.0223 1.4717  -0.7116
C -3.6495 -0.0350 0.6555  0.9207
C -4.7421 -0.4522 -0.2710  -1.4901
C -3.2570 1.3080 0.8065  -0.6376
C -2.3736 1.7308 1.8318  0.4473
C -2.0408 3.1777 2.0114  -1.2105
C -1.8295 0.7376 2.6822  -0.5875
H -0.5980 -1.4668 3.7175  0.3335
H -1.6835 -2.6275 2.9993  0.4055
H -2.2545 -1.6493 4.4368  0.3308
H -3.2992 -2.0868 1.3933  0.5115
H -5.6896 -0.7039 0.2663  0.4168
H -4.4179 -1.4037 -0.7739  0.3176
H -4.9861 0.3742 -1.0157  0.3310
H -3.5783 2.0950 0.1103  0.5688
H -1.5344 3.4135 2.9485  0.3903
H -2.9941 3.7091 1.9877  0.4408
H -1.3859 3.5262 1.1893  0.2796
H -1.1848 0.9972 3.5139  0.5106
N -2.3303 1.7750 -4.0525  -0.3418
C -2.0797 1.1142 -2.8982  0.6691
O -1.4881 1.7251 -1.9399  -0.4599
C -2.4752 -0.3450 -2.8690  -0.8468
C -1.8206 -1.2374 -1.8112  -0.8619
H -2.1184 2.7768 -4.2094  0.2981
H -2.6821 1.2406 -4.8411  0.2374
H -2.2620 -0.7859 -3.8934  0.5184
H -3.5646 -0.3193 -2.7504  0.4121
H -0.8497 -1.6847 -2.0697  0.5324
H -2.4864 -2.0374 -1.4677  0.4715
N 4.7081 1.2591 -4.8440  -0.3630
C 4.5688 0.1481 -4.1002  0.1037
O 5.3196 -0.8176 -4.1573  -0.5574
C 3.4192 0.1636 -3.1911  0.8479
C 2.9512 -1.0478 -2.6225  -0.9062
C 1.8145 -1.0192 -1.8459  -0.2756
N 1.0908 0.1151 -1.6547  0.0912
C 1.5889 1.2810 -2.1494  -0.2905
C 2.7612 1.3488 -2.8924  -1.0356
H 5.5226 1.1861 -5.4714  0.2893
H 3.8677 1.8117 -5.0547  0.2181
H 3.4346 -2.0005 -2.8618  0.5044
H 1.4352 -1.9217 -1.4281  0.5673
H 0.9660 2.1210 -1.9501  0.6191
H 3.0926 2.3406 -3.2594  0.4731
N 2.8699 0.9850 2.8238  -0.0500
C 1.9085 1.2892 1.9435  -0.5877
N 1.1875 0.2006 1.6215  0.2858
C 1.8089 -0.8727 2.2919  0.1987
C 1.5154 -2.2416 2.2909  -0.4258
C 2.1400 -3.1124 3.1942  -0.6918
C 3.1776 -2.5927 4.0079  -0.5587
C 3.5322 -1.2422 3.9681  -0.8009
C 2.8848 -0.3831 3.0600  0.5207
H 3.6168 1.5940 3.1527  0.3075
H 1.7252 2.3004 1.6372  0.5512
H 0.7891 -2.6880 1.5819  0.3514
H 1.7749 -4.1216 3.3858  0.4382
H 3.6352 -3.2626 4.7182  0.4429
H 4.2999 -0.8268 4.6490  0.3947

Density functional theory data (ωB97M-V/def2-TZVPD) for C19H32N2O5 in the gas phase in a non-equilibrium geometry.

- LUMO level (eV) = 0.69
- highest occupied orbital energy (eV) = -9.4
- largest force on an atom (eV/Å) = 1.51
- frontier orbital gap (eV) = 10.112

Last column: Mulliken charge in e.
Cartesian coordinates (Å):
C 0.6816 -1.9098 -0.3557  -0.2358
C 0.6919 -2.5026 -1.7567  -0.6192
O -0.5929 -2.8785 -2.2175  -0.5052
C -1.4874 -1.8119 -2.5151  0.5275
C -2.3567 -2.0976 -3.7484  -0.8469
C -3.5681 -1.5306 -2.9650  -0.7549
C -2.7821 -1.7726 -1.6615  -0.0825
C -2.8120 -0.6398 -0.6469  -0.0431
O -3.0046 0.5214 -0.9782  -0.7135
N -2.5114 -0.9870 0.6217  0.0095
C -2.3559 -0.0564 1.7146  -0.2993
C -1.3960 1.1066 1.4258  -0.2940
C -0.5138 1.2883 2.6883  0.2039
C 0.9333 0.9429 2.3505  -0.0847
O 1.4127 -0.1510 2.5984  -0.6450
N 1.6128 1.9215 1.7087  -0.0143
C 2.9107 1.7418 1.1192  0.5607
C 2.9983 0.7276 -0.0081  -1.1288
C 1.9774 0.9181 -1.1183  0.7224
O 2.5222 1.7711 -2.1036  -0.4676
C 1.6185 2.0016 -3.1544  -0.6953
C 3.8395 2.9149 1.1791  -0.5535
C 4.0623 1.7390 2.0875  -0.8474
C -1.0943 0.3369 3.7389  -1.3550
C -1.7655 -0.7658 2.9339  0.1092
O -2.6781 -1.5629 3.6632  -0.5931
H 1.6973 -1.7607 0.0159  0.4592
H 0.1788 -0.9409 -0.3314  -0.3738
H 0.1702 -2.5777 0.3383  0.4481
H 1.1598 -1.8111 -2.4692  0.2675
H 1.2941 -3.4113 -1.7610  0.3349
H -0.9317 -0.8746 -2.5701  0.2702
H -2.0801 -1.5809 -4.6688  0.2997
H -2.4329 -3.1643 -3.9410  0.2781
H -3.7275 -0.4771 -3.1703  0.2983
H -4.5095 -2.0683 -3.0679  0.3348
H -2.9646 -2.7417 -1.2039  0.5464
H -2.4023 -1.9641 0.8409  0.4140
H -3.3268 0.3563 2.0215  0.2672
H -0.7989 0.8757 0.5417  -0.3909
H -1.9540 2.0067 1.1767  0.3764
H -0.5402 2.3158 3.0539  0.6738
H 1.0682 2.6956 1.3551  0.3755
H 4.0003 0.7141 -0.4378  0.6173
H 2.8405 -0.2574 0.4371  0.0301
H 1.7586 -0.0555 -1.5782  -0.4031
H 1.0281 1.3127 -0.7317  0.2542
H 2.0959 2.6574 -3.8793  0.2849
H 1.3470 1.0666 -3.6592  0.2361
H 0.7033 2.4878 -2.7970  0.3085
H 4.4987 3.0697 0.3363  0.2549
H 3.4751 3.8409 1.6047  0.2627
H 3.8384 1.8353 3.1403  0.2507
H 4.8888 1.0682 1.8960  0.2531
H -0.3432 -0.0721 4.4120  0.4365
H -1.8264 0.8528 4.3676  0.3364
H -0.9761 -1.4430 2.5860  0.2054
H -3.5713 -1.2201 3.5427  0.4390

Density functional theory data (ωB97M-V/def2-TZVPD) for C2H5BrN2O in the gas phase in a non-equilibrium geometry.

- LUMO level (eV) = 0.28
- highest occupied orbital energy (eV) = -9.5
- largest force on an atom (eV/Å) = 4.15
- frontier orbital gap (eV) = 9.750

Last column: Mulliken charge in e.
Cartesian coordinates (Å):
C 1.4869 -0.3170 0.4549  -0.5717
N 0.0066 0.5782 0.5765  -0.2301
Br -0.8211 0.1900 2.1961  -0.0885
C -0.7136 0.5554 -0.6088  0.6601
N -2.0617 0.6271 -0.4975  -0.3697
O -0.1285 0.5729 -1.6680  -0.5995
H 2.1570 0.3888 -0.0123  0.2574
H 1.7528 -0.5616 1.4703  0.3195
H 1.2704 -1.1619 -0.1781  0.2506
H -2.5469 0.4265 0.3596  0.1432
H -2.5953 0.6730 -1.3468  0.2288

Density functional theory data (ωB97M-V/def2-TZVPD) for a molecular structure, C9H21AlN3O11P2 in a non-equilibrium geometry.

- LUMO level (spin up / spin down) (eV) = 7.23 / 7.23
- net charge = -4
- highest occupied orbital energy (spin up / spin down) (eV) = 4.7 / 5.7
- expectation value of S² = 1.78
- largest force on an atom (eV/Å) = 4.94
- frontier orbital gap (spin up / spin down) (eV) = 2.493 / 1.505
- spin multiplicity = 2

Last column: Mulliken charge in e.
Cartesian coordinates (Å):
Al -1.7483 -0.0442 0.3392  0.1802
P -4.5698 2.0714 -0.3571  0.5399
O -3.3416 2.3071 0.6582  -0.5865
O -4.0763 0.8947 -1.1881  -0.3524
O -4.2451 3.1562 -1.4039  -0.4632
O -5.9590 1.8616 0.2415  -0.8721
P -0.9539 2.2147 -2.4068  0.4046
O -2.0648 3.2272 -2.7823  -0.3858
O -0.8569 2.3147 -0.8085  -0.4288
O 0.3792 2.4495 -3.1358  -0.8290
O -1.7502 0.8892 -2.6544  -0.5315
C 2.1876 0.4858 -0.5306  -0.1621
O 1.1718 0.0016 0.0396  -0.3797
N 3.3612 0.7098 0.1074  1.0444
C 4.3341 1.7047 -0.3650  -1.6673
C 3.8011 -0.0050 1.2981  -1.3853
H 2.1458 0.9102 -1.5456  0.2539
H 3.7919 2.3900 -1.0165  0.2827
H 5.1732 1.3859 -0.9832  0.3369
H 4.7300 2.3347 0.4316  0.6698
H 2.9802 -0.6458 1.6198  0.1330
H 4.5273 -0.7805 1.0546  0.7164
H 4.2224 0.6140 2.0902  0.0052
C 0.6434 2.0515 2.8000  0.1301
O -0.4222 1.5057 2.4520  -0.6939
N 1.3702 1.5611 3.8660  2.1018
C 2.6196 1.9969 4.3170  -2.7933
C 0.7470 0.4703 4.7094  -1.7354
H 1.1779 2.9073 2.3593  0.1938
H 3.1607 1.0822 4.5593  -0.1037
H 2.4690 2.4860 5.2793  0.9825
H 3.2031 2.5678 3.5946  0.1092
H 0.6805 1.0479 5.6313  0.5319
H -0.1023 -0.0885 4.3161  0.0583
H 1.3355 -0.4173 4.9416  0.5864
C -2.1491 -2.5759 -2.6424  0.2854
O -1.5529 -2.2885 -1.6320  -0.4854
N -2.3513 -3.8030 -3.1086  0.0879
C -3.2634 -3.9308 -4.3028  -0.9959
C -1.9816 -5.0192 -2.3522  -0.9654
H -2.6210 -1.7607 -3.2125  0.2154
H -3.3901 -3.0657 -4.9536  0.3287
H -4.2300 -4.1822 -3.8661  0.3486
H -2.9204 -4.7674 -4.9115  0.3289
H -1.1541 -5.5857 -2.7793  0.2773
H -1.7550 -4.8596 -1.2980  0.3477
H -2.7533 -5.7799 -2.4694  0.3359